C11H26ClINOP2Ru | wB97M-V/def2-TZVPD

Last column: Löwdin charge in e.
Atoms and positions in Å:
C  0.54  2.40  -0.08  -0.047
C  0.98  2.49  1.40  -0.890
H  0.41  3.41  -0.56  0.126
H  -0.41  1.88  -0.13  0.034
H  1.30  1.89  -0.65  0.019
O  1.81  3.36  1.80  -0.070
I  1.38  0.67  2.40  1.455
Ru  0.06  -1.09  -2.65  0.641
P  1.78  -1.17  -1.35  0.702
C  2.95  -0.14  -0.44  -0.266
C  2.12  -2.85  -0.80  -0.218
H  3.21  -2.90  -0.86  0.086
H  3.60  -1.16  -2.80  0.085
H  1.63  -3.60  -1.43  0.008
H  2.20  -1.60  -3.81  0.030
H  3.06  -0.49  0.59  -0.014
H  1.77  -2.95  0.23  0.074
C  2.55  -0.94  -3.03  -0.224
H  3.87  -0.14  -0.99  0.069
H  2.46  0.10  -3.32  0.070
H  2.61  0.94  -0.41  0.040
P  -1.57  -1.12  -1.27  0.680
C  -2.48  -0.18  -0.01  -0.229
C  -2.54  -0.76  -2.78  -0.231
H  -1.57  -3.53  -1.40  -0.025
H  -3.19  -2.83  -0.94  0.088
H  -1.86  -2.93  0.26  0.058
C  -2.10  -2.80  -0.78  -0.223
H  -2.23  -1.44  -3.58  0.032
H  -3.58  -0.96  -2.50  0.091
H  -3.56  -0.39  -0.12  0.092
H  -2.33  0.92  -0.15  0.058
H  -2.43  0.27  -3.07  0.054
H  -2.11  -0.40  1.01  0.043
Cl  -0.16  -3.27  -3.25  0.168
C  -1.47  2.17  4.61  -0.089
C  -0.44  3.00  3.79  -0.138
C  -0.31  2.26  2.36  -0.507
N  -0.86  1.15  2.26  -0.067
H  -2.06  1.63  3.90  0.041
H  -2.03  2.69  5.38  0.085
H  -0.86  1.42  5.16  0.088
H  -0.68  4.07  3.69  0.124
H  0.53  2.93  4.28  0.099

Results
HOMO (alpha / beta): -13.930 / -14.394 eV
LUMO energy (alpha / beta): -0.324 / -0.373 Ha
Molecular weight: 513.7 g mol⁻¹
Spin multiplicity: 6
Orbital gap (alpha / beta): 5.1213 / 4.2474 eV
Total charge: +2
ΔE to the lowest compared entry with this formula, charge and spin: 7.7 kcal/mol
Expectation value of S²: 8.7846

***

C4H10OSi2 | wB97M-V/def2-TZVPD

Last column: Löwdin charge in e.
Atoms and positions in Å:
C  2.74  0.62  1.22  -0.046
C  2.04  -0.22  0.45  -0.272
Si  0.21  -0.63  0.30  0.528
C  -0.73  0.78  1.31  -0.243
C  -2.05  0.82  1.35  -0.103
O  -0.56  -0.56  -1.15  -0.487
Si  -1.13  -0.78  -2.64  0.505
H  3.71  0.76  1.61  0.045
H  2.08  1.12  1.93  0.028
H  2.65  -0.81  -0.20  0.033
H  0.11  -2.28  0.91  0.036
H  -0.22  1.66  1.70  0.043
H  -2.41  1.83  1.76  0.075
H  -2.78  0.18  0.83  0.060
H  -2.64  -1.11  -2.68  -0.046
H  -0.29  -1.78  -3.36  -0.071
H  -0.74  0.39  -3.34  -0.084

Results
HOMO: -10.047 eV
SMILES: C=C[SiH](C=C)O[SiH3]
LUMO energy: 0.026 Ha
Molecular weight: 130.3 g mol⁻¹
Orbital gap: 10.7445 eV
Total charge: 0
ΔE to the lowest compared entry with this formula, charge and spin: 13.2 kcal/mol

***

CH3O3S2 | wB97M-V/def2-TZVPD

Last column: Löwdin charge in e.
Atoms and positions in Å:
C  0.30  1.04  0.01  -0.169
S  0.36  -0.89  -0.03  0.373
O  1.05  -1.09  1.22  -0.473
O  1.19  -1.18  -1.18  -0.476
S  -1.74  -1.53  -0.25  0.471
O  -2.36  -0.26  0.18  -0.850
H  -0.68  1.40  0.30  0.002
H  0.70  1.27  -1.03  0.046
H  1.18  1.24  0.79  0.077

Results
HOMO: -2.880 eV
SMILES: CS(=O)(=O)S[O-]
LUMO energy: 0.139 Ha
Molecular weight: 127.2 g mol⁻¹
Orbital gap: 6.6581 eV
Total charge: -1
ΔE to the lowest compared entry with this formula, charge and spin: 53.9 kcal/mol

***

C9H14 | wB97M-V/def2-TZVPD

Last column: Löwdin charge in e.
Atoms and positions in Å:
C  0.10  1.53  -3.30  -0.178
C  -0.85  2.43  -2.50  -0.172
H  0.19  0.52  -2.91  0.057
H  -0.28  1.49  -4.33  0.050
H  1.10  1.96  -3.36  0.052
H  -1.87  2.21  -2.83  0.057
H  -0.96  2.17  -1.45  0.020
H  -0.54  3.45  -2.68  0.056
C  1.45  -2.67  2.33  -0.137
C  1.19  -0.20  1.68  -0.148
C  0.58  -1.53  1.93  -0.350
C  0.45  0.65  0.89  -0.198
C  -0.78  -1.70  1.73  -0.160
C  -0.89  0.38  0.59  -0.201
C  -1.57  -0.77  1.07  -0.197
H  2.06  0.08  2.26  0.049
H  0.87  1.56  0.45  0.073
H  1.17  -3.61  1.83  0.051
H  1.44  -2.95  3.41  0.054
H  -1.25  -2.58  2.19  0.083
H  -1.48  1.08  0.01  0.040
H  -2.62  -0.97  0.88  0.050
H  2.51  -2.53  2.09  0.048

Results
HOMO (alpha / beta): 0.838 / -3.096 eV
LUMO energy (alpha / beta): 0.141 / 0.137 Ha
Molecular weight: 122.2 g mol⁻¹
Spin multiplicity: 2
Orbital gap (alpha / beta): 2.9968 / 6.8341 eV
Total charge: -1
ΔE to the lowest compared entry with this formula, charge and spin: 15.6 kcal/mol
Expectation value of S²: 0.7629

***

C12H15BeF9N4O18 | wB97M-V/def2-TZVPD

Last column: Löwdin charge in e.
Atoms and positions in Å:
Be  0.17  -1.37  -0.01  1.052
N  -0.23  -4.68  -1.29  -0.663
O  0.75  -4.93  -1.96  -0.021
O  -0.50  -3.54  -1.02  -0.086
O  -0.76  -5.57  -0.63  -0.034
N  -2.36  -2.93  1.92  -0.707
O  -2.08  -2.37  0.90  -0.057
O  -1.95  -4.03  2.09  0.047
O  -3.10  -2.36  2.71  -0.062
N  1.74  -3.03  2.35  -0.663
O  2.22  -3.49  3.37  -0.033
O  1.24  -3.75  1.50  0.007
O  1.72  -1.83  2.17  -0.070
N  2.26  -1.99  -2.12  -0.675
O  2.47  -2.25  -0.97  -0.023
O  3.03  -2.50  -2.92  -0.017
O  1.32  -1.27  -2.38  -0.054
C  4.54  2.18  -3.03  -0.067
C  3.71  1.50  -1.97  -0.214
O  3.05  2.42  -1.14  -0.002
C  2.28  1.86  -0.14  -0.256
O  1.65  0.80  -0.21  0.120
C  1.94  2.90  1.04  -0.503
F  2.18  2.24  2.20  0.146
F  2.76  3.97  1.12  0.130
F  0.66  3.24  0.95  0.179
H  5.29  2.83  -2.59  0.070
H  4.08  2.74  -3.85  0.074
H  5.16  1.44  -3.55  0.080
H  4.35  0.92  -1.30  0.146
H  2.89  0.96  -2.45  0.124
C  -0.49  -1.26  4.62  -0.032
C  -0.27  0.18  4.02  -0.183
O  -1.48  0.89  3.67  -0.023
C  -1.80  1.06  2.27  -0.158
O  -1.06  0.69  1.29  0.032
C  -3.22  1.76  1.93  -0.488
F  -4.04  0.84  1.49  0.195
F  -3.67  2.27  3.12  0.120
F  -3.09  2.74  0.99  0.132
H  0.45  -1.77  4.85  0.069
H  -1.09  -1.92  3.99  0.057
H  -1.04  -1.27  5.56  0.064
H  0.43  0.17  3.18  0.087
H  0.18  0.81  4.79  0.109
C  -1.06  3.12  -2.78  -0.049
C  -2.24  2.49  -2.00  -0.179
O  -2.85  1.32  -2.60  0.062
C  -2.37  0.14  -2.25  -0.279
O  -1.40  -0.07  -1.46  0.083
C  -3.12  -1.09  -2.83  -0.539
F  -4.00  -1.54  -1.93  0.168
F  -3.79  -0.81  -3.96  0.157
F  -2.31  -2.13  -2.98  0.190
H  -1.32  3.44  -3.79  0.072
H  -0.31  2.33  -2.86  0.074
H  -0.60  3.93  -2.22  0.077
H  -2.98  3.29  -1.92  0.118
H  -1.88  2.30  -0.99  0.096

Results
HOMO: -1.637 eV
LUMO energy: 0.135 Ha
Molecular weight: 683.3 g mol⁻¹
Orbital gap: 5.3184 eV
Total charge: -2
ΔE to the lowest compared entry with this formula, charge and spin: 98.8 kcal/mol

***

C46H104ClIN10O8PS | wB97M-V/def2-TZVPD

Last column: Löwdin charge in e.
Atoms and positions in Å:
C  -0.87  -6.35  0.47  -0.085
C  -0.98  -5.42  -0.83  -0.259
C  0.37  -5.44  -1.70  -0.650
I  0.02  -5.90  -3.80  0.932
C  1.19  -4.15  -1.47  -0.157
N  2.37  -4.24  -0.73  0.113
C  3.20  -3.18  -0.45  -0.506
Cl  4.67  -3.55  0.49  0.758
C  2.91  -1.84  -0.92  -0.190
C  3.87  -0.64  -0.63  -0.095
C  1.66  -1.65  -1.71  -0.190
P  1.15  0.04  -2.36  0.446
S  1.30  1.46  -1.01  0.230
C  0.80  -2.82  -1.99  -0.088
C  -0.46  -2.59  -2.87  -0.276
C  -0.31  -2.38  -4.32  -0.065
C  -1.60  -2.18  -4.96  -0.037
C  -2.82  -2.24  -4.17  -0.119
N  -3.01  -2.41  -2.83  0.098
C  -1.77  -2.57  -2.26  -0.121
H  -1.34  -5.84  1.36  0.085
H  0.21  -6.55  0.73  0.072
H  -1.43  -7.29  0.25  0.082
H  -1.88  -5.65  -1.45  0.098
H  -1.03  -4.37  -0.42  0.081
H  0.96  -6.32  -1.30  0.073
H  2.63  -5.17  -0.40  0.164
H  4.92  -1.05  -0.79  0.080
H  3.76  0.19  -1.37  0.046
H  3.79  -0.30  0.43  0.104
H  -0.23  0.02  -2.74  0.004
H  1.91  0.38  -3.53  -0.024
H  0.68  -2.36  -4.81  0.122
H  -1.66  -2.00  -6.06  0.113
H  -3.79  -2.11  -4.76  0.100
H  -1.79  -2.69  -1.15  0.118
C  0.79  6.54  1.62  -0.075
C  1.42  5.59  0.61  -0.422
C  1.32  6.08  -0.84  -0.202
O  0.03  5.94  -1.43  -0.196
C  -0.89  6.95  -1.08  -0.108
N  0.81  4.26  0.78  0.033
H  -0.30  6.48  1.64  0.064
H  1.14  6.30  2.63  0.069
H  1.08  7.58  1.42  0.063
H  2.48  5.51  0.86  0.134
H  1.98  5.46  -1.45  0.112
H  1.68  7.11  -0.95  0.118
H  -0.41  7.93  -0.96  0.091
H  -1.43  6.68  -0.17  0.074
H  -1.63  7.03  -1.88  0.086
H  1.30  3.60  0.18  -0.058
H  -0.12  4.30  0.38  0.069
C  2.10  8.22  8.25  -0.072
C  2.72  7.26  7.24  -0.429
C  2.61  7.75  5.78  -0.210
O  1.32  7.61  5.20  -0.206
C  0.40  8.62  5.56  -0.104
N  2.12  5.93  7.41  0.037
H  1.01  8.16  8.28  0.064
H  2.45  7.98  9.26  0.077
H  2.38  9.25  8.04  0.079
H  3.79  7.19  7.47  0.135
H  3.27  7.13  5.17  0.117
H  2.97  8.78  5.67  0.118
H  0.89  9.60  5.67  0.092
H  -0.13  8.35  6.47  0.075
H  -0.34  8.70  4.76  0.087
H  2.61  5.27  6.81  0.070
H  1.18  5.97  7.01  0.069
C  -6.09  -2.01  -7.54  -0.074
C  -6.83  -1.71  -6.24  -0.424
C  -8.24  -1.12  -6.45  -0.201
O  -8.24  0.25  -6.84  -0.190
C  -7.99  0.48  -8.21  -0.106
N  -6.00  -0.84  -5.41  0.039
H  -5.68  -1.12  -8.00  0.063
H  -5.25  -2.69  -7.35  0.067
H  -6.74  -2.51  -8.26  0.081
H  -6.96  -2.66  -5.71  0.136
H  -8.76  -1.15  -5.50  0.100
H  -8.82  -1.72  -7.16  0.123
H  -8.41  -0.31  -8.85  0.092
H  -6.92  0.58  -8.39  0.072
H  -8.46  1.43  -8.49  0.089
H  -6.44  -0.72  -4.50  0.074
H  -6.04  0.10  -5.81  0.075
C  -10.04  -1.19  -2.40  -0.071
C  -11.22  -0.77  -3.26  -0.428
C  -12.53  -0.59  -2.47  -0.205
O  -13.17  -1.80  -2.10  -0.189
C  -12.63  -2.42  -0.95  -0.107
N  -11.38  -1.75  -4.35  0.041
H  -10.07  -2.25  -2.13  0.065
H  -9.10  -1.03  -2.93  0.059
H  -10.00  -0.61  -1.47  0.080
H  -10.97  0.20  -3.70  0.136
H  -13.24  -0.08  -3.12  0.123
H  -12.39  0.06  -1.60  0.120
H  -12.28  -1.69  -0.21  0.091
H  -11.81  -3.10  -1.23  0.073
H  -13.41  -3.03  -0.49  0.089
H  -12.10  -1.41  -4.99  0.077
H  -11.79  -2.59  -3.95  0.072
C  7.62  -6.33  3.77  -0.066
C  6.42  -5.90  2.93  -0.442
C  5.13  -5.72  3.74  -0.217
O  4.50  -6.94  4.11  -0.195
C  5.06  -7.57  5.25  -0.092
N  6.24  -6.86  1.83  0.041
H  7.59  -7.39  4.02  0.068
H  8.55  -6.17  3.21  0.080
H  7.68  -5.75  4.69  0.082
H  6.67  -4.93  2.49  0.116
H  4.40  -5.20  3.11  0.092
H  5.29  -5.08  4.62  0.123
H  5.43  -6.85  5.99  0.094
H  5.86  -8.24  4.94  0.078
H  4.29  -8.18  5.72  0.083
H  5.51  -6.52  1.21  0.039
H  5.84  -7.71  2.23  0.074
C  5.41  9.05  0.44  -0.072
C  4.49  9.79  1.41  -0.426
C  5.24  10.62  2.47  -0.204
O  5.83  9.86  3.51  -0.194
C  7.07  9.26  3.19  -0.107
N  3.59  8.81  2.04  0.052
H  5.86  8.16  0.88  0.063
H  4.85  8.72  -0.44  0.072
H  6.21  9.70  0.09  0.079
H  3.88  10.48  0.82  0.135
H  4.51  11.28  2.95  0.121
H  5.99  11.28  2.00  0.120
H  7.66  9.88  2.51  0.091
H  6.90  8.27  2.75  0.073
H  7.63  9.12  4.11  0.088
H  2.90  9.31  2.60  0.074
H  4.13  8.29  2.73  0.068
C  2.62  3.88  -4.69  -0.068
C  3.26  2.94  -5.72  -0.421
C  3.15  3.44  -7.17  -0.203
O  1.87  3.30  -7.75  -0.191
C  0.94  4.31  -7.39  -0.101
N  2.66  1.61  -5.57  0.026
H  1.53  3.81  -4.68  0.067
H  2.97  3.63  -3.69  0.069
H  2.90  4.92  -4.89  0.084
H  4.32  2.87  -5.47  0.136
H  3.82  2.83  -7.78  0.122
H  3.51  4.48  -7.26  0.123
H  1.42  5.28  -7.27  0.093
H  0.40  4.03  -6.48  0.074
H  0.20  4.38  -8.19  0.090
H  3.16  0.96  -6.17  0.077
H  1.72  1.64  -5.97  0.074
C  2.45  -11.61  5.48  -0.076
C  2.56  -12.09  6.93  -0.430
C  1.20  -12.34  7.61  -0.205
O  0.51  -11.16  7.99  -0.189
C  -0.20  -10.52  6.95  -0.110
N  3.37  -11.12  7.68  0.036
H  2.17  -10.56  5.41  0.057
H  3.40  -11.72  4.97  0.075
H  1.70  -12.20  4.93  0.078
H  3.10  -13.04  6.91  0.136
H  1.39  -12.89  8.53  0.123
H  0.56  -12.98  6.99  0.119
H  -0.61  -11.23  6.23  0.090
H  0.45  -9.80  6.44  0.071
H  -1.02  -9.96  7.39  0.088
H  3.53  -11.49  8.61  0.073
H  2.79  -10.30  7.85  0.067

Results
HOMO: -10.174 eV
LUMO energy: -0.167 Ha
Molecular weight: 1150.8 g mol⁻¹
Orbital gap: 5.6166 eV
Total charge: +1

***

C2HCl6P | wB97M-V/def2-TZVPD

Last column: Löwdin charge in e.
Atoms and positions in Å:
C  -0.15  2.10  0.89  -1.183
C  -0.03  -1.16  -1.08  -1.912
P  -0.84  -0.96  0.62  0.399
Cl  1.13  1.76  1.86  0.583
Cl  0.14  2.65  -0.69  0.534
Cl  0.20  -2.85  -1.26  0.553
Cl  -1.33  -0.41  -2.16  0.464
Cl  1.47  -0.20  -1.04  0.499
Cl  0.22  -2.12  1.82  0.178
H  -0.81  1.19  1.04  -0.115

Results
HOMO (alpha / beta): -8.535 / -8.613 eV
LUMO energy (alpha / beta): -0.059 / -0.023 Ha
Molecular weight: 268.7 g mol⁻¹
Orbital gap (alpha / beta): 6.9358 / 7.9747 eV
Total charge: 0
ΔE to the lowest compared entry with this formula, charge and spin: 54.8 kcal/mol

***

C3H9N2OS | wB97M-V/def2-TZVPD

Last column: Löwdin charge in e.
Atoms and positions in Å:
C  -4.75  -0.76  -0.73  -0.076
C  -2.98  0.25  0.50  -0.176
C  1.93  0.14  -0.10  -0.345
N  -4.37  0.02  0.23  -0.120
N  2.87  -0.09  -0.92  -0.565
O  5.97  1.30  0.62  -0.159
S  4.18  -1.11  -0.39  0.158
H  -5.88  -0.87  -0.94  0.079
H  -4.25  -1.31  -1.44  0.028
H  6.85  1.04  0.54  -0.039
H  -2.66  1.41  0.56  0.123
H  -2.69  -0.34  1.34  0.050
H  -2.42  -0.28  -0.37  0.090
H  1.02  0.68  -0.36  0.007
H  5.46  0.43  0.64  -0.096
H  1.71  -0.51  0.83  0.041

Results
HOMO: -2.709 eV
LUMO energy: 0.105 Ha
Molecular weight: 121.2 g mol⁻¹
Orbital gap: 5.5566 eV
Total charge: -1
ΔE to the lowest compared entry with this formula, charge and spin: 104.2 kcal/mol